Formula: ClHNO2S2
Source: OMol25
Level of theory: ωB97M-V with the def2-TZVPD basis set

Last column: Löwdin charge in e.
Cartesian coordinates (Å):
H  0.32976  1.54680  1.13895  -0.13
N  -0.06160  0.84551  0.67156  -0.45
S  -1.58348  1.11740  0.30394  0.38
Cl  -1.32893  2.65753  -1.26946  -0.11
S  -2.27892  -0.95482  -0.08911  0.46
O  -3.42225  -0.36293  -0.75351  -0.62
O  -2.47305  -1.33222  1.27002  -0.52

Atomic forces in eV per Å
1.8 3.9 2.6
-3.1 -4.0 -2.5
3.2 1.3 1.8
-0.4 0.2 -0.7
0.9 -0.2 -2.8
-1.8 -0.6 -0.7
-0.5 -0.6 2.4

Calculated values
Frontier orbital gap = 7.8 eV
Charge = -1
HOMO energy = -4.139 eV
Electronic energy = -39794.2783 eV

---

Formula: C25H13Cl5N4O5V
Source: OMol25
Level of theory: ωB97M-V with the def2-TZVPD basis set

Last column: Löwdin charge in e.
Cartesian coordinates (Å):
V  -0.47483  0.21127  -0.57211  1.06
C  -0.93401  -5.12824  0.70677  -0.13
C  0.20517  -4.46488  0.27100  -0.10
C  0.32536  -3.09679  0.42855  -0.02
C  -0.69579  -2.34702  1.03128  -0.28
C  -1.85586  -3.02469  1.43697  -0.03
C  -1.96253  -4.39409  1.28082  -0.11
N  -0.55097  -0.97231  1.09765  -0.03
C  -0.99077  -0.27438  2.19658  -0.25
C  -1.21262  -0.78792  3.47925  -0.05
C  -1.61981  0.03814  4.52029  -0.14
C  -1.81706  1.39725  4.32030  -0.14
C  -1.58604  1.94067  3.06167  -0.04
C  -1.16302  1.12353  2.02355  -0.22
N  -0.89134  1.55915  0.74310  -0.12
N  -1.14213  2.85709  0.44617  0.06
C  -1.03015  3.03178  -0.85162  -0.37
C  -1.25250  4.32153  -1.43631  -0.04
C  -1.19940  4.47057  -2.78580  -0.12
C  -0.92496  3.35210  -3.61016  -0.11
C  -0.70255  2.14623  -2.99708  -0.16
N  -0.73249  1.97513  -1.66722  0.01
H  -1.03061  -6.19945  0.57521  0.08
H  1.00281  -5.01335  -0.21663  0.09
H  1.19962  -2.57063  0.06559  0.11
H  -2.68135  -2.45582  1.84291  0.12
H  -2.87832  -4.88929  1.58467  0.09
H  -1.06881  -1.84468  3.66143  0.10
H  -1.78621  -0.39768  5.49994  0.08
H  -2.14046  2.03530  5.13466  0.08
H  -1.72607  2.99346  2.86255  0.09
H  -1.47047  5.14529  -0.77060  0.09
H  -1.37913  5.44314  -3.23084  0.09
H  -0.88638  3.43287  -4.68676  0.08
H  -0.48514  1.24160  -3.55462  0.10
Cl  7.28548  0.75598  -0.87430  0.61
C  5.55760  0.66192  -0.81291  -0.73
C  4.89892  0.49350  0.40841  -0.71
Cl  5.82831  0.39452  1.86052  0.64
C  3.52121  0.40185  0.46254  -0.60
Cl  2.68009  0.19230  1.94670  0.74
C  2.72502  0.46760  -0.72177  -0.44
O  1.46160  0.37355  -0.67468  -0.19
C  3.42385  0.64127  -1.94953  -0.60
Cl  2.47185  0.71805  -3.37507  0.75
C  4.80251  0.73535  -1.98712  -0.71
Cl  5.61511  0.93682  -3.49837  0.64
O  -1.71626  -2.32487  -3.50060  0.04
C  -1.54206  -1.58017  -2.54542  -0.57
O  -0.41755  -1.14644  -2.11181  -0.12
C  -2.75012  -1.03221  -1.73127  -0.54
O  -3.89862  -1.39195  -1.93526  0.05
O  -2.40816  -0.15203  -0.85118  -0.11

Atomic forces in eV per Å
-0.6 0.6 0.9
0.0 -0.1 0.0
0.0 0.0 0.0
-0.1 0.1 0.1
0.1 -0.5 -0.2
0.1 0.2 0.0
-0.1 -0.1 0.0
-0.2 0.8 -0.6
0.0 0.3 0.5
0.0 -0.1 -0.1
0.0 0.0 0.1
0.0 0.0 0.0
0.0 0.0 0.1
-0.1 0.0 0.1
0.5 -1.1 -1.0
-0.1 0.2 0.0
-0.2 0.5 0.1
0.1 0.1 -0.1
0.0 0.0 0.2
0.1 -0.3 0.0
0.0 0.1 -0.3
0.1 -0.6 0.3
0.0 0.0 0.0
0.0 0.0 0.0
0.0 0.0 0.0
0.0 0.0 0.0
0.0 0.0 0.0
0.0 0.0 0.0
0.0 0.0 0.0
0.0 0.0 0.0
0.0 0.0 0.0
0.0 0.0 0.0
0.0 0.0 0.0
0.0 0.0 0.0
0.0 0.1 -0.1
0.0 0.0 0.0
-0.2 0.0 0.0
0.1 0.0 -0.2
0.0 0.0 0.1
-0.2 0.0 -0.3
0.0 0.0 0.0
0.2 0.0 0.1
-0.2 -0.1 -0.1
-0.1 0.0 0.3
0.0 0.0 -0.1
0.2 0.0 0.3
0.0 0.0 -0.1
0.1 0.2 0.3
-0.5 -0.6 -0.6
0.5 0.5 0.5
-0.8 -0.3 -0.3
0.4 0.0 0.0
0.7 0.3 0.3

Calculated values
Frontier orbital gap (alpha / beta) = 5.2 / 5.0 eV
2S+1 = 2
Charge = -2
HOMO energy (alpha / beta) = -1.264 / -1.111 eV
Electronic energy = -130639.7182 eV
⟨S²⟩ = 0.759